C60H44ClN5O6P2SY as an isolated structure at a distorted geometry. Source: OMol25; level of theory: ωB97M-V/def2-TZVPD.

F_max, eV/A: 1.38
Relative energy (zero: lowest compared OMol25 entry of this formula, charge and spin), kJ/mol: 26.0
Orbital gap, eV: 7.56
Total charge: -1

Positions of all 120 atoms, in Å:
Y1 0.564 -0.575 -0.956
Cl1 3.858 6.572 -3.777
S1 -2.612 -1.615 1.995
P1 0.606 -1.020 1.981
P2 -1.966 1.080 -0.019
O1 -3.923 -2.456 -0.414
O2 -3.340 -2.762 2.611
O3 1.939 -0.035 -2.628
O4 0.039 1.506 -1.682
O5 -1.329 -1.657 -1.143
O6 1.517 1.491 -0.047
N1 4.750 -0.602 -0.010
N2 5.973 1.486 0.510
N3 2.141 -2.276 -3.120
N4 2.451 -1.396 -0.106
N5 0.935 -2.382 -2.445
C1 5.869 -1.552 -4.923
C2 -0.608 4.969 0.572
C3 4.709 0.221 3.723
C4 3.034 5.250 -2.992
C5 -4.016 3.051 -3.088
C6 -2.740 1.571 -1.646
C7 -1.354 -5.182 -2.151
C8 -3.803 2.213 -4.173
C9 -1.106 3.826 -0.046
C10 -1.869 -0.702 3.380
C11 -3.046 1.063 -4.001
C12 -3.421 -4.645 -1.108
C13 -4.489 1.877 1.135
C14 -6.058 0.409 2.215
C15 0.511 -3.699 1.192
C16 2.574 -1.043 -3.115
C17 0.222 -5.592 2.640
C18 1.334 3.571 -3.020
C19 3.131 -1.526 3.201
C20 -1.462 2.707 0.704
C21 3.452 4.842 -1.736
C22 2.604 0.762 2.692
C23 1.983 4.625 -3.646
C24 0.479 -2.834 2.284
C25 3.537 -0.948 -0.018
C26 -5.725 1.666 1.727
C27 -0.788 0.573 5.580
C28 -3.028 -3.331 -0.983
C29 -1.733 -2.887 -1.358
C30 0.372 -3.521 -2.558
C31 3.915 -0.803 -3.731
C32 -2.682 -0.344 4.448
C33 -1.310 2.767 2.094
C34 -5.106 -0.593 2.194
C35 1.064 1.993 -1.098
C36 4.623 -1.815 -4.376
C37 2.238 -0.586 2.700
C38 -3.486 2.733 -1.843
C39 -3.537 0.859 1.008
C40 4.361 -1.121 3.711
C41 3.828 1.163 3.206
C42 -4.721 -1.745 -1.354
C43 -3.854 -0.345 1.645
C44 1.733 3.157 -1.755
C45 0.314 -3.371 3.561
C46 -2.520 0.752 -2.756
C47 0.377 -5.069 1.365
C48 0.030 0.184 4.530
C49 -0.812 3.905 2.712
C50 -0.487 -0.461 3.399
C51 -0.457 5.012 1.950
C52 5.725 0.730 -4.176
C53 2.795 3.786 -1.121
C54 -2.148 0.303 5.546
C55 4.473 0.469 -3.634
C56 5.359 0.527 0.276
C57 -0.918 -3.860 -1.995
C58 -2.582 -5.595 -1.690
C59 6.423 -0.279 -4.825
C60 0.194 -4.741 3.738
H1 -1.582 1.910 2.700
H2 -3.630 3.434 -1.037
H3 -3.740 -0.577 4.418
H4 -4.209 2.462 -5.146
H5 -4.154 -0.963 -1.847
H6 -6.431 2.485 1.794
H7 6.419 -2.342 -5.420
H8 0.648 -3.304 0.196
H9 0.383 -5.721 0.500
H10 -1.194 3.801 -1.124
H11 0.519 3.050 -3.505
H12 2.882 -2.578 3.178
H13 3.914 1.241 -3.119
H14 1.935 1.494 2.252
H15 -0.325 5.823 -0.032
H16 0.889 -4.283 -3.142
H17 4.284 5.337 -1.253
H18 1.688 4.954 -4.634
H19 4.110 2.209 3.175
H20 -4.260 2.869 0.780
H21 7.398 -0.078 -5.254
H22 4.179 -2.801 -4.432
H23 -0.355 1.078 6.435
H24 -4.401 -4.916 -0.732
H25 -0.695 3.919 3.790
H26 -0.057 5.899 2.427
H27 -7.037 0.225 2.643
H28 -1.941 -0.150 -2.642
H29 -0.689 -5.885 -2.647
H30 -2.859 0.404 -4.841
H31 -5.546 -1.297 -0.797
H32 0.063 -5.145 4.735
H33 -5.120 -2.427 -2.109
H34 5.677 0.532 4.097
H35 1.088 0.378 4.597
H36 -5.291 -1.578 2.611
H37 -2.788 0.591 6.370
H38 0.271 -2.716 4.424
H39 6.158 1.718 -4.082
H40 0.118 -6.662 2.779
H41 5.057 -1.865 4.082
H42 -2.903 -6.624 -1.792
H43 3.114 3.428 -0.149
H44 -4.588 3.964 -3.208

Cartesian forces (eV/Å) of the 2 atoms listed first:
Y -1.0 0.4 -0.1
Cl 0.0 0.0 0.0

Mulliken population analysis, charges in e, atoms 1 to 99: 0.234 -0.246 1.801 3.025 2.166 -0.135 -0.985 -0.221 -0.988 0.793 -0.031 -0.912 -0.750 -1.067 -0.268 0.914 -0.636 -0.635 -0.710 0.326 -0.834 1.442 -0.871 -0.820 -0.670 -0.345 -0.957 -0.309 -0.451 -0.808 -0.339 -0.099 -0.810 -0.318 -0.924 0.187 -0.951 0.188 -0.851 0.017 0.799 -0.887 -0.862 -0.451 -0.230 -0.911 0.310 -0.457 -0.183 -0.517 1.005 -0.398 0.281 -0.453 -0.040 -0.770 -0.846 -0.851 -0.160 0.478 -0.113 -0.829 -0.548 -0.414 -0.726 -0.241 -0.860 -0.813 -0.253 -0.908 -0.262 0.649 1.203 -0.858 -0.320 -0.886 -0.020 0.138 0.528 0.388 0.122 0.420 0.381 0.501 0.439 0.328 0.353 0.353 0.567 0.177 0.421 0.279 0.435 0.420 0.397 0.306 0.368 0.441 0.415


A 2-piece molecular cluster, C3H7N2O overall at a distorted geometry. Source: OMol25; level of theory: ωB97M-V/def2-TZVPD.

F_max, eV/A: 3.50
Relative energy (zero: lowest compared OMol25 entry of this formula, charge and spin), kJ/mol: 220.0
Orbital gap, eV: 11.60
Total charge: +1

Positions of all 13 atoms, in Å:
O1 1.380 0.994 -0.564
N1 2.365 -0.873 0.431
N2 -1.108 1.137 0.313
C1 -0.975 -1.007 -0.769
C2 1.944 0.076 -0.106
C3 -0.668 -0.275 0.253
H1 -0.352 1.751 0.046
H2 -0.383 -0.669 1.252
H3 -1.128 1.566 1.215
H4 3.051 -1.530 0.679
H5 -0.883 -2.128 -0.800
H6 -1.279 -0.390 -1.633
H7 -1.964 1.347 -0.317

Cartesian forces (eV/Å) of the 2 atoms listed first:
O 0.2 1.0 -0.5
N -0.3 -0.3 0.3

How is the electron density shared among the atoms? According to natural (NBO), the charges in e are: -0.606 -0.715 -0.716 -0.338 0.878 -0.080 0.464 0.246 0.451 0.464 0.273 0.214 0.465


A 2-piece molecular cluster, CH3PS4 overall at a distorted geometry. Source: OMol25; level of theory: ωB97M-V/def2-TZVPD.

F_max, eV/A: 4.56
Relative energy (zero: lowest compared OMol25 entry of this formula, charge and spin), kJ/mol: 254.1
Orbital gap (spin up / spin down), eV: 7.77 / 5.32

Positions of all 9 atoms, in Å:
S1 1.642 0.291 0.622
S2 -2.780 -2.192 -1.846
S3 -3.519 -1.265 -0.122
S4 2.832 -1.178 0.017
P1 -1.128 -0.904 -1.717
C1 -1.911 -0.345 -0.036
H1 -2.079 0.643 0.037
H2 -1.402 -0.757 0.757
H3 2.057 -2.237 -0.173

Cartesian forces (eV/Å) of the 2 atoms listed first:
S 0.2 -0.7 -0.3
S -0.1 0.0 0.0

How is the electron density shared among the atoms? According to natural (NBO), the charges in e are: -0.140 -0.142 0.101 0.036 0.354 -0.766 0.217 0.228 0.112